1.
Below is a molecular structure, C14H9BiF5I2O4RhS in a non-equilibrium geometry, with properties calculated with ωB97M-V with the def2-TZVPD basis set.

## Properties
- expectation value of S² = 6.082
- net charge = +4
- molecular weight (g/mol) = 933.97
- multiplicity = 5
- calculated total energy (Eh) = -2655.95671
- E_HOMO (spin up / spin down) (eV) = -22.2 / -22.5
- ΔE to the lowest compared entry with this formula, charge and spin (kJ/mol) = 0.0

```
37
Properties=species:S:1:pos:R:3:lowdin_spin:R:1
I -3.644 1.569 -0.965 1.107
I 2.163 -2.580 -1.066 1.128
Bi 0.762 -0.505 0.498 0.002
Rh -1.016 1.387 -0.380 0.225
S -1.063 -0.733 -1.731 0.330
C -0.606 3.155 -0.909 0.009
C -0.691 2.007 1.343 0.020
C -0.413 -0.200 -3.342 0.021
C 0.001 -1.440 -4.128 0.030
C 0.795 0.708 -3.177 0.004
C -1.573 0.513 -4.035 0.023
C 2.796 -0.079 2.555 0.001
C 3.229 0.655 -0.345 -0.002
O -0.517 2.463 2.398 0.020
O -0.415 4.278 -1.113 0.000
O 3.684 -0.137 3.270 0.001
O 4.139 0.710 -1.027 0.001
H 0.337 -1.117 -5.122 0.003
H -0.838 -2.133 -4.233 0.001
H 0.816 -1.956 -3.609 0.020
H 1.048 1.105 -4.173 0.000
H 1.643 0.127 -2.798 0.000
H 0.589 1.543 -2.491 0.002
H -1.260 0.819 -5.039 0.002
H -1.911 1.386 -3.469 0.003
H -2.428 -0.165 -4.115 0.001
F -2.353 0.249 2.532 0.068
C -1.370 -0.376 3.222 0.213
C -0.340 -1.090 2.621 0.035
C 0.397 -1.922 3.456 0.211
F 1.285 -2.835 2.958 0.071
C 0.336 -1.807 4.847 0.177
F 1.200 -2.493 5.623 0.080
C -0.526 -0.878 5.421 -0.019
F -0.476 -0.634 6.747 -0.016
C -1.430 -0.206 4.614 0.158
F -2.350 0.613 5.160 0.069
```

2.
Below is C14H9ClF3N3 in the gas phase in a non-equilibrium geometry, with properties calculated with ωB97M-V with the def2-TZVPD basis set.

## Properties
- SMILES = FC(F)(F)Cn1cnc2c(-c3cnccc3Cl)cccc21
- molecular weight (g/mol) = 311.69
- multiplicity = 1
- calculated total energy (Eh) = -1462.98878
- E_HOMO (eV) = -8.5
- ΔE to the lowest compared entry with this formula, charge and spin (kJ/mol) = 0.0

```
30
Properties=species:S:1:pos:R:3:mulliken_charge:R:1
F 3.712 -3.078 -3.523 -0.251
C 2.594 -2.844 -2.811 0.928
F 2.393 -3.878 -1.990 -0.238
F 1.517 -2.688 -3.624 -0.249
C 2.814 -1.579 -1.918 -0.854
N 1.698 -1.189 -1.010 0.118
C 1.046 -1.996 -0.077 -0.301
N 0.195 -1.315 0.654 -0.663
C 0.187 -0.044 0.139 0.584
C -0.604 1.074 0.463 0.756
C -1.708 0.912 1.450 0.180
C -2.579 -0.164 1.323 -0.377
N -3.688 -0.378 2.072 -0.618
C -3.954 0.481 3.044 -0.324
C -3.111 1.579 3.291 -0.397
C -2.017 1.822 2.469 0.507
Cl -1.003 3.137 2.869 -0.191
C -0.317 2.300 -0.138 -0.741
C 0.674 2.415 -1.103 -0.903
C 1.422 1.279 -1.491 -0.952
C 1.140 0.063 -0.845 0.670
H 3.730 -1.672 -1.322 0.324
H 2.984 -0.734 -2.595 0.284
H 1.308 -3.039 0.092 0.454
H -2.332 -0.930 0.575 0.411
H -4.878 0.318 3.618 0.345
H -3.304 2.272 4.113 0.368
H -0.982 3.130 0.126 0.462
H 0.904 3.372 -1.554 0.390
H 2.156 1.374 -2.297 0.277
```

3.
Below is a molecular structure, C15H10BrF3NO5S3 in a non-equilibrium geometry, with properties calculated with ωB97M-V with the def2-TZVPD basis set.

## Properties
- net charge = -1
- molecular weight (g/mol) = 517.35
- multiplicity = 1
- calculated total energy (Eh) = -5076.60574
- E_HOMO (eV) = -3.5
- ΔE to the lowest compared entry with this formula, charge and spin (kJ/mol) = 0.0

```
38
Properties=species:S:1:pos:R:3:mulliken_charge:R:1
Br -1.792 -0.761 -1.112 -0.178
C -1.763 -0.619 0.766 -0.352
S -2.191 -2.055 1.755 1.496
C -1.650 -3.451 0.771 -0.012
C -2.668 -4.274 0.319 -0.531
C -2.394 -5.088 -0.778 -0.391
C -1.112 -5.104 -1.335 -0.453
C -0.075 -4.368 -0.760 -0.356
C -0.329 -3.559 0.341 -0.306
O -1.300 -2.050 2.896 -0.675
O -3.611 -2.112 1.986 -0.756
H -2.538 0.081 1.096 0.460
H -3.646 -4.217 0.800 0.410
H -3.207 -5.691 -1.176 0.360
H -0.927 -5.702 -2.226 0.343
H 0.932 -4.418 -1.161 0.381
H 0.456 -3.013 0.857 0.336
F 3.185 6.121 -3.149 -0.237
C 2.184 5.867 -2.251 0.750
F 2.693 5.971 -0.998 -0.209
F 1.222 6.829 -2.402 -0.240
S 1.369 4.206 -2.607 -0.083
N 1.504 3.714 -0.925 -0.009
C 2.564 2.841 -0.571 0.504
O 3.588 2.639 -1.204 -0.633
C 2.066 2.147 0.646 -0.060
C 0.716 2.449 0.876 0.528
C -0.171 1.577 1.495 -1.111
C 0.335 0.305 1.619 0.065
C 1.676 -0.051 1.599 -0.450
C 2.571 0.900 1.074 -0.435
S -0.083 3.248 -0.480 1.100
O -0.881 4.372 -0.104 -0.661
O -0.562 2.294 -1.454 -0.543
H -1.223 1.858 1.638 0.499
H -0.584 -0.503 1.324 -0.458
H 2.025 -1.037 1.931 0.477
H 3.622 0.654 0.902 0.430
```

4.
Below is 2 unconnected molecules or ions with the total composition C15H10Cl4O5 in a non-equilibrium geometry, with properties calculated with ωB97M-V with the def2-TZVPD basis set.

## Properties
- SMILES = CC(=O)OC(=O)Cc1ccc2c(c1)C(=O)C=CC2=O.ClC(Cl)(Cl)Cl
- molecular weight (g/mol) = 412.05
- multiplicity = 1
- calculated total energy (Eh) = -2794.54557
- E_HOMO (eV) = -9.8

```
34
Properties=species:S:1:pos:R:3:mulliken_charge:R:1
C -0.782 -2.611 -1.693 -0.895
C 0.242 -1.805 -0.911 0.573
O 1.292 -1.522 -1.423 -0.476
O -0.107 -1.398 0.372 -0.276
C 0.792 -1.814 1.341 0.587
O 1.316 -2.892 1.336 -0.560
C 1.062 -0.762 2.435 -0.931
C 1.165 0.605 1.765 0.931
C 2.107 0.723 0.772 -0.289
C 2.272 1.887 0.065 -1.119
C 1.464 2.950 0.379 0.857
C 0.527 2.831 1.384 0.855
C 0.363 1.672 2.093 -0.925
C -0.334 4.050 1.633 -0.061
O -0.668 4.428 2.731 -0.521
C -0.695 4.790 0.368 -0.460
C 0.192 4.897 -0.606 -0.449
C 1.543 4.260 -0.377 -0.061
O 2.582 4.771 -0.722 -0.525
H -1.789 -2.442 -1.312 0.376
H -0.484 -3.660 -1.679 0.234
H -0.733 -2.289 -2.734 0.352
H 2.038 -1.027 2.840 0.330
H 0.280 -0.793 3.195 0.385
H 2.726 -0.125 0.496 0.412
H 3.010 1.912 -0.727 0.451
H -0.382 1.589 2.875 0.434
H -1.690 5.201 0.226 0.380
H -0.045 5.392 -1.541 0.401
Cl -2.492 -5.843 -1.034 -0.096
C -3.453 -5.765 -2.516 0.375
Cl -3.110 -4.251 -3.368 -0.099
Cl -3.041 -7.131 -3.557 -0.094
Cl -5.171 -5.831 -2.107 -0.095
```

5.
Below is a molecular structure, C15H10CrN4O3S2 in a non-equilibrium geometry, with properties calculated with ωB97M-V with the def2-TZVPD basis set.

## Properties
- expectation value of S² = 0.763
- net charge = -1
- molecular weight (g/mol) = 410.40
- multiplicity = 2
- calculated total energy (Eh) = -2863.20015
- E_HOMO (spin up / spin down) (eV) = -4.2 / -4.4

```
35
Properties=species:S:1:pos:R:3:lowdin_spin:R:1
Cr 0.515 -1.992 -0.021 0.977
O -0.786 -3.435 -0.013 0.015
N -2.019 -3.110 -0.012 0.004
N -2.154 -1.845 -0.010 0.004
O -1.060 -1.092 -0.004 0.005
C -3.412 -1.214 -0.011 0.000
C -4.587 -1.965 -0.015 0.000
C -5.804 -1.311 -0.017 0.000
C -5.862 0.076 -0.015 0.000
C -4.687 0.813 -0.011 0.000
C -3.458 0.177 -0.010 0.001
H -4.521 -3.043 -0.017 0.000
H -6.718 -1.891 -0.020 0.000
H -6.819 0.583 -0.015 0.000
H -4.717 1.895 -0.011 0.000
H -2.533 0.733 -0.008 0.000
S 1.515 -0.518 1.639 -0.013
C 2.216 0.776 0.711 -0.003
C 2.815 1.836 1.395 0.001
C 3.404 2.904 0.728 0.000
C 3.990 3.970 1.471 0.000
N 4.459 4.822 2.088 0.000
C 3.406 2.915 -0.680 0.000
C 2.817 1.860 -1.365 0.001
C 2.215 0.790 -0.699 -0.003
S 1.508 -0.486 -1.651 -0.012
C 3.996 3.992 -1.404 0.000
N 4.472 4.853 -2.003 0.000
H 2.815 1.819 2.477 -0.001
H 2.818 1.858 -2.447 -0.001
C 3.279 -2.944 -0.011 0.008
O 1.894 -3.089 -0.035 0.017
H 3.737 -3.593 -0.767 -0.001
H 3.669 -3.230 0.973 -0.001
H 3.595 -1.916 -0.210 0.001
```

6.
Below is C15H10F4N6 in the gas phase in a non-equilibrium geometry, with properties calculated with ωB97M-V with the def2-TZVPD basis set.

## Properties
- SMILES = C[C@@H](/N=N/c1c(F)c(F)nc(F)c1F)c1ccc(-n2cncn2)cc1
- molecular weight (g/mol) = 350.28
- multiplicity = 1
- calculated total energy (Eh) = -1305.42058
- E_HOMO (eV) = -8.8
- ΔE to the lowest compared entry with this formula, charge and spin (kJ/mol) = 164.5

```
35
Properties=species:S:1:pos:R:3:mulliken_charge:R:1
C -1.265 -1.733 2.258 -1.266
C -1.362 -1.249 0.817 0.276
N -1.811 0.121 0.668 -0.510
N -1.687 0.986 1.652 0.039
C -2.272 2.291 1.731 0.245
C -2.107 3.080 2.872 0.325
F -1.103 2.667 3.692 -0.264
C -2.753 4.420 3.052 0.182
F -2.606 5.041 4.239 -0.231
N -3.320 5.021 2.050 -0.463
C -3.659 4.216 1.019 0.178
F -4.631 4.700 0.218 -0.229
C -3.167 2.796 0.755 0.662
F -3.599 2.118 -0.222 -0.225
C -0.030 -1.473 -0.010 0.395
C 0.302 -2.697 -0.584 -0.813
C 1.362 -2.730 -1.544 -0.233
C 2.132 -1.580 -1.845 0.677
N 3.241 -1.700 -2.702 0.670
C 4.414 -0.836 -2.723 0.078
N 5.069 -1.265 -3.776 -0.604
C 4.542 -2.448 -4.207 -0.093
N 3.386 -2.685 -3.587 -0.991
C 1.887 -0.396 -1.058 -0.621
C 0.852 -0.308 -0.170 -0.474
H -1.262 -2.812 2.359 0.390
H -2.121 -1.236 2.700 0.379
H -0.421 -1.326 2.817 0.300
H -2.062 -1.906 0.329 0.413
H -0.265 -3.604 -0.566 0.369
H 1.535 -3.602 -2.181 0.420
H 4.700 0.031 -2.134 0.354
H 4.829 -3.030 -5.154 0.305
H 2.625 0.383 -1.036 0.209
H 0.623 0.745 0.270 0.152
```

Q: Which value of multiplicity does entry 3 give?
A: 1

Q: Which of these has the highest multiplicity?
A: C14H9BiF5I2O4RhS

Q: What is the molecular weight in the third record?
A: 517.35 g/mol

Q: Which of these has the highest calculated total energy?
A: C15H10F4N6